No. 1
44
Properties=species:S:1:pos:R:3:forces:R:3:mulliken_charge:R:1 method="wB97M-V/def2-TZVPD" homo_lumo_gap_ev=8.418 de_lowest_kcal_mol=23.11 lumo_ev=-0.446 total_charge=0 smiles="Cc1ccc(C(Oc2ccccc2[N+](=O)[O-])c2ccc(C)c(F)c2)cc1F"
C 5.001091 1.224161 2.000810 0.5595 0.0897 0.0113 -1.43
C 3.729110 0.472245 2.121490 -0.7665 -0.4151 -0.0253 0.78
C 2.505089 1.045914 1.818877 -0.0676 0.1986 -0.0030 0.32
F 2.500220 2.374471 1.484063 -0.1570 -0.7698 0.0867 -0.36
C 1.295834 0.358406 1.851846 -0.0011 0.0931 -0.2890 -0.90
C 1.265350 -0.997357 2.200699 0.2151 0.1040 0.1285 0.09
C -0.057638 -1.785245 2.226050 0.4858 -0.9828 2.0619 -0.06
C -1.395308 -1.069943 2.452704 -0.2389 -0.4887 0.2775 0.39
C -1.522786 0.250920 2.902610 0.3918 0.1630 -1.0461 -0.72
C -2.725588 0.903547 2.663719 -0.3657 0.3054 -0.1562 0.11
F -2.743957 2.273080 2.692567 0.0556 -0.7099 0.5026 -0.35
C -3.905654 0.270964 2.274905 0.1513 -0.2249 0.1872 0.72
C -5.191493 1.041217 2.039441 -0.1360 -0.0826 -0.2657 -1.37
C -3.822116 -1.126003 2.106926 0.2820 0.2306 0.3894 -0.74
C -2.590934 -1.788209 2.234567 -0.0205 0.3132 -0.8831 -0.64
C 2.505555 -1.605194 2.521502 -0.2526 -0.2544 0.0292 -0.58
C 3.699415 -0.878693 2.496267 -0.2843 0.1143 0.1368 -0.88
H 5.801735 0.504664 2.133055 0.3258 0.0722 0.0751 0.38
H 5.127990 1.668193 1.010521 -0.1512 0.0370 0.0941 0.32
H 5.119929 2.016207 2.745439 -0.1367 -0.0692 -0.0795 0.29
H 0.389125 0.892656 1.570467 0.4260 -0.1404 -0.0248 0.90
H -0.084722 -2.496921 1.352604 -0.2164 0.3693 1.2368 0.60
H -0.653532 0.820202 3.228464 -0.4264 -0.0920 -0.0481 1.04
H -5.993374 0.319737 1.855901 0.0626 0.1146 0.0357 0.36
H -5.521356 1.692061 2.868431 0.4726 -0.3414 -0.2300 0.31
H -5.124340 1.673227 1.138854 0.1012 -0.1558 0.3287 0.29
H -4.736692 -1.675915 1.839638 0.5461 0.1887 0.2195 0.28
H -2.549501 -2.867789 2.069959 0.0516 0.3445 -0.0994 0.42
H 2.555593 -2.667516 2.807119 -0.1273 0.6257 -0.1390 0.48
H 4.647352 -1.328513 2.828604 -0.5761 0.0061 -0.3387 0.28
O 0.002650 -2.596836 3.684638 -0.7353 1.1881 -1.8879 -0.27
C 0.589538 -3.721761 4.032242 1.0647 -1.2752 1.0411 0.47
C 1.460350 -3.752276 5.201802 -0.4807 -0.3221 -1.1364 0.16
N 1.506807 -2.563074 6.007356 0.3276 1.9017 2.1358 0.99
O 0.540548 -1.754526 5.953409 2.8050 -1.8741 0.6220 -0.53
O 2.523994 -2.438836 6.771706 -2.6939 0.0452 -1.9259 -0.62
C 2.263240 -4.863184 5.543730 -0.2807 0.1600 -0.5632 -0.53
C 2.271272 -5.954888 4.664168 -0.4876 0.0183 -0.0026 -0.56
C 1.255911 -6.040601 3.681217 0.4924 0.2623 0.0070 -0.40
C 0.370414 -4.978091 3.432196 0.2524 -0.1418 -0.1489 -0.60
H 2.856097 -4.879171 6.475423 -0.3002 0.3386 -0.8274 0.41
H 3.030852 -6.750124 4.769091 -0.7591 0.4194 0.0810 0.37
H 1.206934 -6.942685 3.052339 -0.1611 0.4405 0.4543 0.35
H -0.509926 -5.112271 2.784756 0.7536 0.1961 -0.0218 0.40

---

No. 2
62
Properties=species:S:1:pos:R:3:forces:R:3:mulliken_charge:R:1 method="wB97M-V/def2-TZVPD" homo_lumo_gap_ev=6.472 de_lowest_kcal_mol=0.00 lumo_ev=1.923 total_charge=-1
Zr 0.039102 -0.676032 0.243751 -0.4405 0.2549 -0.2677 -0.22
F -6.094478 3.055944 -1.000556 -0.0128 0.0084 -0.0100 -0.36
C -5.253881 2.158543 -0.476159 0.0478 0.0087 0.0159 0.59
C -4.155486 2.571786 0.258529 -0.0698 -0.0143 -0.0291 0.16
F -3.952149 3.875302 0.454623 0.0211 0.0149 0.0153 -0.31
C -3.302958 1.632499 0.810689 -0.0226 -0.0393 -0.0409 -0.45
F -2.287685 2.095215 1.541620 0.0634 0.0109 0.0362 -0.03
C -3.480126 0.258071 0.639476 0.0890 0.0855 -0.0158 0.58
S -2.402157 -0.949892 1.327689 -0.1402 0.0213 -0.0219 -0.37
C -4.601251 -0.110290 -0.097250 -0.0434 -0.0167 -0.0416 0.17
F -4.852169 -1.404855 -0.348716 0.0008 -0.0219 0.0107 -0.47
C -5.477499 0.807691 -0.646610 0.0225 -0.0183 -0.0034 0.28
F -6.529126 0.391800 -1.367149 -0.0156 -0.0034 -0.0159 -0.38
Se 0.261613 0.724561 2.704663 -0.0669 0.0996 0.1749 -0.02
Se 1.288368 -0.952613 3.952802 0.0609 -0.2617 -0.0392 -0.39
Te 0.404320 -2.840877 2.533083 -0.0688 0.0825 0.0811 0.01
Se 1.909754 -2.564265 0.577068 0.2727 -0.1147 -0.0354 -0.44
O -1.020595 -2.205920 -0.881426 0.1306 0.0029 0.1551 -0.31
N -0.591910 -2.866042 -1.953360 0.0144 -0.0261 0.0048 0.49
C -1.227746 -4.022770 -2.234584 -0.0042 -0.0829 -0.0517 -0.35
C -0.903217 -4.745654 -3.345727 0.0182 0.0086 -0.0223 -0.75
C 0.102042 -4.257738 -4.191622 -0.0125 -0.0074 0.0160 -0.19
C 0.734264 -3.083099 -3.886261 -0.0047 -0.0052 0.0007 -0.87
C 0.391839 -2.351769 -2.732251 0.0315 0.1005 0.0662 0.63
S 1.091049 -0.873733 -2.274245 0.0265 -0.1172 -0.1095 -0.44
H -1.987992 -4.296198 -1.519262 0.0106 0.0446 0.0299 0.49
H -1.423904 -5.668858 -3.549972 -0.0004 -0.0006 0.0030 0.42
H 0.379558 -4.806454 -5.081880 -0.0021 0.0016 0.0027 0.38
H 1.512232 -2.674827 -4.514424 -0.0026 -0.0026 0.0002 0.43
O -0.187392 3.074200 -4.756317 0.0000 0.0164 0.0004 -0.72
S -1.137666 3.172587 -3.682918 -0.0333 -0.0007 -0.1056 1.30
O -1.834507 4.412764 -3.502195 -0.0012 0.0035 0.0070 -0.70
N -0.452712 2.678788 -2.280557 0.0179 -0.0113 0.1364 -0.38
C -1.009007 1.593629 -1.838326 0.2240 0.0973 -0.0381 -1.15
O -0.667838 1.037637 -0.732050 -0.2433 -0.3362 0.1782 1.29
C -2.080429 1.011847 -2.711727 0.0386 -0.0293 -0.0313 1.22
C -2.775923 -0.176874 -2.581277 -0.0108 0.0019 0.0399 0.15
C -3.717602 -0.493139 -3.554751 -0.0153 0.0181 0.0051 -1.76
C -3.948158 0.356930 -4.631630 0.0037 0.0252 -0.0008 -0.71
C -3.224714 1.536804 -4.775648 -0.0030 0.0217 -0.0162 -0.75
C -2.294098 1.831545 -3.803279 -0.0174 -0.0621 0.0284 0.07
H -2.583967 -0.841477 -1.749827 -0.0229 0.0036 0.0238 1.19
H -4.288762 -1.408628 -3.464041 0.0039 -0.0035 0.0057 0.47
H -4.695920 0.095541 -5.369808 0.0049 -0.0081 0.0003 0.41
H -3.381232 2.197003 -5.618516 -0.0005 -0.0075 0.0021 0.44
N 3.084444 0.677231 1.010681 0.0496 0.0085 -0.0015 -0.58
N 1.974381 0.783660 0.107568 0.1218 0.0882 -0.1879 0.01
H 3.917217 1.032666 0.555758 0.0140 -0.0076 -0.0051 0.21
H 3.219028 -0.308431 1.207547 -0.0175 -0.0281 0.0394 0.16
H 2.311847 0.729890 -0.849541 -0.0566 0.0995 -0.0661 0.33
H 1.565625 1.712852 0.228385 -0.0340 0.0186 0.0815 0.16
S 0.489441 4.330797 0.459771 0.0510 0.0236 -0.0839 -0.25
C -0.144785 4.576238 1.950936 0.0745 -0.0376 0.1394 0.29
N 0.217652 3.957108 3.094237 -0.0994 0.0584 -0.0620 -0.21
C -0.775155 3.985185 4.157828 0.0369 0.0218 -0.0107 -0.44
C -1.415677 5.361735 4.051643 -0.0063 0.0344 -0.0315 -0.58
S -1.467228 5.691436 2.265092 -0.0237 0.0011 -0.0027 -0.12
H 0.766172 3.109124 2.976960 0.0536 -0.0020 0.0194 0.08
H -0.294503 3.836021 5.124438 0.0002 -0.0015 -0.0005 0.39
H -1.512381 3.190816 4.005632 -0.0139 0.0014 -0.0023 0.18
H -0.808777 6.123235 4.541396 -0.0016 -0.0096 0.0186 0.35
H -2.424186 5.381761 4.458241 0.0033 -0.0108 0.0122 0.37

---

No. 3
49
Properties=species:S:1:pos:R:3:forces:R:3:mulliken_charge:R:1 method="wB97M-V/def2-TZVPD" homo_lumo_gap_ev=7.891 de_lowest_kcal_mol=518.60 lumo_ev=-1.535 total_charge=0
C -0.626883 -5.383880 2.513536 -11.1954 -5.9253 -5.5319 -0.87
H -1.676132 -4.937617 2.714997 1.9320 -0.0026 -0.4753 0.28
O -0.350303 -5.481476 1.081508 0.8881 4.1213 0.3334 -0.40
C 0.063355 -4.196575 0.517840 -1.4971 -0.9841 1.5957 0.74
C 0.359729 -4.264709 -0.784991 4.1440 -0.3451 -3.6810 -0.69
C 1.105024 -3.204824 -1.512320 -2.3722 -1.1399 3.7347 -0.77
C 1.291420 -1.890726 -0.882794 2.3240 -5.7739 -11.9849 -0.45
C 0.646950 -1.824549 0.196431 -2.2703 -4.2861 3.5696 0.78
C 0.133972 -2.860152 0.935638 -0.7308 -2.4464 2.9917 0.04
O -0.392088 -2.599221 2.321529 5.1946 -1.6493 -3.1904 -0.49
S -1.833916 -2.375389 2.141096 -6.2849 5.3133 7.5591 1.57
O -2.398159 -2.593088 3.439827 1.1153 -0.5003 1.7033 -0.81
O -2.733317 -2.880484 1.245554 -1.1419 -3.0037 -6.2913 -0.60
C -1.953002 -0.609538 2.009643 -1.6854 -0.4688 -4.3607 -0.31
C -2.362855 -0.036841 0.701564 3.1868 4.6264 5.8268 -0.88
C -2.157134 1.398173 0.625004 -2.9122 -3.8242 -1.6446 0.05
C -2.086596 2.245262 1.793724 1.8278 0.7975 -4.8880 -0.50
C -1.758794 1.730432 2.971176 -2.2282 -8.3729 -4.4001 -1.04
C -1.840352 0.146349 3.061141 2.3813 6.0446 5.0363 0.09
H -1.509052 -0.143959 4.104578 -0.6972 -0.4270 -1.5629 0.29
H -1.708212 2.376891 3.666638 0.9273 3.7051 5.8649 0.76
H -1.836464 3.282116 1.445844 -0.7928 -0.5380 1.1960 0.31
H -2.360199 1.660742 -0.459111 0.5458 0.9191 1.6051 0.31
H -2.237212 -0.728190 -0.005188 -0.4150 -2.0309 -3.6221 0.75
C 0.709931 -0.624748 0.653682 -0.4166 7.1595 13.8729 0.02
N 0.953033 0.449164 0.215464 1.0255 7.7160 -3.7535 -0.10
N 0.955147 1.825482 0.923464 -0.8180 -6.1690 -10.2608 0.07
C 1.115034 2.802101 0.053491 1.0550 8.0878 12.8749 0.49
O 1.214527 4.037593 0.858857 -0.3050 -5.6845 -4.3574 -0.73
C 1.127354 2.929086 -1.248843 -0.2855 -0.2876 -9.4308 0.25
C 1.805444 3.882907 -2.043322 2.7504 4.5062 5.4735 -0.27
C 1.722699 4.069273 -3.401371 1.8736 -0.1575 1.9364 -0.15
C 1.175636 3.057906 -4.115770 -1.3299 1.2611 2.6496 -0.60
C 0.366219 2.194235 -3.435159 -1.7950 -3.5934 -4.1679 -0.92
C 0.388970 2.074403 -2.083638 -1.1175 -3.1865 1.1501 0.39
H -0.045436 1.062851 -1.730249 0.3295 2.3462 -0.0586 0.30
H -0.253402 1.351029 -4.176540 1.8897 2.4597 2.6125 0.18
H 1.423909 3.188018 -5.058196 0.1779 -0.5585 -5.0682 0.67
N 2.616438 5.077774 -4.003031 2.6378 2.9618 0.7640 0.84
O 2.680612 5.185518 -5.272068 -0.1371 -0.2851 4.7094 -0.53
O 3.300828 5.811680 -3.087390 -2.8323 -2.8685 -5.2383 -0.50
H 2.596888 4.767999 -1.340825 -2.8956 -3.1364 -2.4512 0.23
H 1.063979 1.875190 1.815912 0.7870 0.6440 7.1223 0.23
H 0.745571 -0.346536 2.075028 -0.5510 -1.8828 -3.1717 0.01
H 1.600906 -1.165611 -1.689774 0.0148 -0.0863 2.1225 0.34
H 1.327849 -3.561146 -2.465807 0.9567 0.3095 -1.5974 0.45
H 0.462456 -5.341369 -1.105213 -0.5415 1.3822 -0.4866 0.35
H -0.883463 -6.421071 2.843361 0.9661 0.5620 -0.3613 0.32
H 0.049091 -5.010472 2.975073 8.3175 4.6914 5.7320 0.50

---

No. 4
49
Properties=species:S:1:pos:R:3:forces:R:3:mulliken_charge:R:1 method="wB97M-V/def2-TZVPD" homo_lumo_gap_ev="4.372 / 4.379" de_lowest_kcal_mol=19.39 lumo_ev="1.186 / 1.189" total_charge=-1
Pt 0.438064 -0.930520 -0.254056 -0.1618 0.1562 0.0181 0.47
O 2.278229 -0.947157 3.320854 0.0097 0.0543 -0.0302 -0.70
C 1.842194 -0.809145 2.196371 0.0689 -0.0063 0.0044 0.26
O 0.770298 -1.365994 1.715280 -0.0867 -0.0613 0.0322 -0.63
C 2.605612 0.057771 1.192782 0.1827 0.0725 -0.0542 0.40
C 3.701872 0.871627 1.416964 -0.1222 -0.0935 0.0319 -0.55
C 4.214622 1.587707 0.341101 0.0662 0.0640 -0.0083 -0.16
C 3.648198 1.498479 -0.927765 -0.0807 -0.0367 -0.0157 -0.52
C 2.555412 0.669031 -1.093452 0.1176 0.0994 0.1073 0.34
N 2.119026 -0.010848 -0.039628 -0.2251 -0.2219 -0.1280 0.27
C 1.723290 0.439546 -2.357046 0.0334 -0.0903 -0.0489 0.36
O 2.076616 0.951731 -3.401199 0.0291 0.0396 0.0475 -0.70
O 0.691083 -0.331268 -2.193184 0.0362 0.0960 -0.0027 -0.73
H 4.110634 0.941964 2.414552 0.0097 0.0044 -0.0021 0.48
H 5.062210 2.243139 0.497146 0.0015 -0.0044 -0.0001 0.42
H 4.015125 2.064035 -1.772157 0.0036 0.0002 0.0014 0.48
Se -3.734857 1.042450 -1.781485 -0.0812 -0.0374 0.1212 0.26
N -4.717202 -0.299127 -1.160423 -0.1830 0.1234 -0.1217 -0.78
C -3.856950 -1.199226 -0.712667 -0.0054 -0.1848 0.1176 0.49
C -4.196154 -2.450792 -0.118047 -0.0725 0.2598 -0.1153 -0.58
C -3.185726 -3.237171 0.319786 0.6064 0.0347 0.0444 -0.62
C -1.821403 -2.797643 0.206818 -0.5931 -0.1628 0.1595 0.01
N -1.477732 -1.667969 -0.343677 0.2045 -0.0280 -0.1712 -0.26
C -2.473036 -0.855526 -0.842776 0.1354 -0.1916 0.0467 0.74
N -2.196013 0.294886 -1.416111 0.1557 0.1397 -0.0845 -0.30
H -5.237825 -2.727442 -0.024830 0.0059 -0.0184 0.0255 0.45
H -3.369274 -4.190000 0.795358 -0.0238 -0.0082 -0.0118 0.36
H -1.019950 -3.390342 0.627770 0.0008 -0.0001 -0.0185 0.43
C -5.213786 5.763043 -0.964173 -0.0233 0.0511 -0.0255 -1.43
C -4.162053 4.826890 -0.429452 -0.0362 -0.0560 0.0387 0.70
C -2.826885 4.949843 -0.789034 -0.0037 -0.0075 -0.0734 -1.25
C -1.845281 4.083807 -0.316730 0.0688 -0.0756 -0.0943 1.17
C -0.426302 4.269434 -0.767489 0.0640 -0.0057 -0.0114 -1.44
C -2.179498 3.036316 0.566151 -0.1338 -0.1261 -0.0382 0.16
Se -0.886703 1.776073 1.154882 -0.0170 0.1764 0.1612 -0.23
C -3.537309 2.918783 0.947791 0.0479 -0.0172 0.1352 0.86
C -3.975195 1.866662 1.930160 -0.0229 -0.0237 -0.0210 -1.50
C -4.491141 3.799194 0.445837 -0.0003 0.1103 0.0380 -0.97
H -4.759895 6.578935 -1.529255 0.0089 -0.0112 0.0035 0.34
H -5.804487 6.207678 -0.159128 0.0092 -0.0193 0.0038 0.33
H -5.913453 5.252027 -1.632031 0.0139 -0.0130 0.0143 0.28
H -2.533960 5.744681 -1.470591 -0.0012 -0.0020 0.0093 0.20
H -0.354366 5.060090 -1.517784 0.0072 -0.0052 0.0159 0.37
H -0.031738 3.336591 -1.175666 -0.0146 0.0219 -0.0407 0.19
H 0.221259 4.514394 0.078811 -0.0212 -0.0068 0.0023 0.30
H -3.225698 1.743233 2.711946 -0.0320 0.0236 0.0111 0.34
H -4.078785 0.883729 1.459118 0.0388 0.0073 -0.0462 0.17
H -4.940200 2.131100 2.369636 0.0052 -0.0131 -0.0166 0.43
H -5.524183 3.686002 0.767720 0.0107 -0.0065 -0.0104 0.30